(1)
Computed, not measured: a 3-piece molecular cluster, C24H20O2 overall, with ωB97M-V with the def2-TZVPD basis set.

The geometry in XYZ format:
```
46
C24H20O2 (ωB97M-V with the def2-TZVPD basis set)
O -2.05755 -1.65486 0.33245
O 2.06425 -4.50556 2.34050
C 1.04446 -3.98981 1.93389
C -1.42160 -1.19093 3.36062
C 0.40108 -4.30293 0.56441
C -2.05397 3.69501 -1.88501
C -0.82739 -2.12678 2.40527
C 2.74512 0.32106 -2.98194
C 0.31502 -2.97146 2.89560
C -0.64935 -3.57414 0.11204
C -2.33880 4.70688 -2.79446
C -2.58511 -0.25844 2.87334
C 1.40588 0.09262 -2.69016
C -1.45193 4.98131 -3.82855
C 3.72404 -0.01323 -2.05640
C 0.00373 3.23182 -3.04505
C -1.25664 -2.33254 0.94208
C -0.97772 -1.07918 4.76659
C 3.36662 -0.58410 -0.84193
C -0.27826 4.24726 -3.95140
C 0.76285 -2.82370 4.28481
C -0.88465 2.95505 -2.01322
C 2.02845 -0.82099 -0.54934
C -2.19481 0.77114 2.03106
C 1.04402 -0.47785 -1.47523
C 0.14038 -1.90731 5.24044
H 3.02514 0.76237 -3.93179
H 1.74680 -1.26755 0.39796
H 0.41655 4.46572 -4.75414
H -2.76146 0.91483 1.08101
H -1.44692 -0.39095 5.50532
H 0.80998 -5.13854 -0.04830
H -1.67542 5.76884 -4.53924
H -0.00091 -0.65449 -1.24318
H 1.61172 -3.44910 4.66721
H -1.30204 1.38482 2.30188
H 0.64205 0.35986 -3.41099
H -1.11758 -3.82748 -0.87437
H 0.91591 2.65669 -3.14295
H 4.76813 0.17237 -2.28120
H -0.66438 2.16151 -1.30733
H 4.13227 -0.84534 -0.12048
H -3.64015 -0.41656 3.19669
H -3.25255 5.28173 -2.69689
H 0.46906 -1.80965 6.30718
H -2.74433 3.48255 -1.07681
```

## Properties
Electronic energy = -1076.8704 Ha
HOMO = -8.667 eV
HOMO-LUMO gap = 7.481 eV
SMILES = C=Cc1cccc2c1C(=O)C=CC2=O.c1ccccc1.c1ccccc1
Relative energy (zero: lowest compared OMol25 entry of this formula, charge and spin) = 359.81 kJ/mol
Spin multiplicity = 1

=====

(2)
Computed, not measured: C24H21AuF6N3Sb as an isolated structure, with ωB97M-V with the def2-TZVPD basis set.

The geometry in XYZ format:
```
56
C24H21AuF6N3Sb (ωB97M-V with the def2-TZVPD basis set)
Au 0.82802 -0.98248 -0.57226
Sb 1.26709 -2.09725 -4.37984
F 1.03329 -3.62831 -3.34483
F -0.50793 -1.66809 -3.87096
F 1.37807 -0.40231 -5.17807
F 1.85160 -1.07221 -2.75036
F 0.76413 -2.90305 -5.97301
F 3.08219 -2.50483 -4.53718
N -0.59765 -2.05143 0.75465
N 1.67166 -2.81248 -0.43615
N 0.28046 1.04084 -0.47604
C 0.74586 1.80780 0.53091
C 0.98693 -3.71687 0.34655
C -0.87232 0.51806 4.31303
C 1.29794 3.97257 1.45863
C 2.70812 -3.43615 -1.00997
C -2.23679 1.89825 2.89511
C 1.75305 1.92973 2.72274
C 0.79594 3.23592 0.42462
C -1.70807 -0.36599 2.22745
C 1.76692 3.32961 2.61417
C -1.49673 1.73671 4.05613
C -0.97236 -0.52321 3.39877
C -1.28443 1.61787 -3.70121
C -1.86702 -1.52891 1.26799
C -0.44770 1.11282 -2.74593
C -0.18156 -3.28340 0.93152
C -1.57254 2.51323 -1.03853
C -2.26763 2.54548 -3.33870
C 1.27409 1.17276 1.69628
C -2.33850 0.84782 1.98237
C 1.65045 -4.93803 0.27561
C -2.41244 2.98063 -2.00263
C -0.56259 1.55896 -1.39671
C 2.73826 -4.75553 -0.57626
H 2.12964 1.44840 3.61558
H -2.47128 -1.19979 0.41864
H 0.51378 3.71962 -0.50239
H -0.32065 0.37388 5.23794
H -1.17433 1.28671 -4.72723
H 1.35657 -5.84531 0.78889
H -1.69252 2.80837 -0.00092
H 2.17693 3.92212 3.42549
H -2.40380 -2.33573 1.76598
H -2.93507 2.94211 -4.09629
H 1.26115 0.09070 1.76183
H -3.19866 3.67612 -1.73868
H -1.40979 2.55363 4.76390
H 3.48716 -5.48028 -0.86515
H 3.37622 -2.94616 -1.70158
H -0.49363 -1.47539 3.60767
H 1.36035 5.04912 1.37080
H -2.75097 2.83851 2.70751
H 0.36103 0.44226 -3.01145
H -2.94699 0.95892 1.08657
H -0.77297 -3.97636 1.52501
```

## Properties
Electronic energy = -2066.3281 Ha
HOMO (alpha / beta) = -11.601 / -11.811 eV
HOMO-LUMO gap (alpha / beta) = 4.320 / 5.195 eV
Charge = +1
Spin multiplicity = 2

=====

(3)
Computed, not measured: C24H21BBrF4N3O5RuS2 as an isolated structure, with ωB97M-V with the def2-TZVPD basis set.

The geometry in XYZ format:
```
62
C24H21BBrF4N3O5RuS2 (ωB97M-V with the def2-TZVPD basis set)
Ru -0.94066 0.68732 -0.64600
Br -2.48472 6.06666 -4.30417
S 0.30592 0.96019 2.33705
S -1.63235 -1.80975 0.42638
F -1.03848 -0.47810 -4.79927
F -1.15490 -0.59627 -2.51160
F 0.48402 -1.77660 -3.66679
F -1.70892 -2.43820 -3.78116
O -1.05027 1.72953 2.14351
O -1.67713 -2.97925 1.25465
O -2.04243 -0.55605 1.13106
O -0.30629 -1.52461 -0.15703
O 1.10090 1.74476 3.22772
N -2.80529 2.36222 0.78634
N 1.12425 0.82285 -1.75552
N 0.79714 0.95873 0.83753
C 3.41229 0.07337 -1.56572
C -0.79290 -0.68652 4.18519
C -2.86328 -2.01363 -0.85554
C 1.24542 0.85721 -3.05881
C 3.12730 0.24218 1.21231
C 4.48604 -0.26334 -0.71639
C 3.50109 0.07414 -2.97639
C -0.06620 -4.20689 5.40101
C -2.58534 3.30317 -3.63345
C -1.72680 1.77295 0.89062
C 0.11287 -0.60146 3.14032
C 4.34034 -0.16799 0.64025
C -1.11775 4.64413 -2.26091
C 0.89506 -2.80228 3.56953
C -2.02037 4.52359 -3.30686
C -0.85105 -1.85819 4.91443
C 2.43110 0.48503 -3.71508
C -0.00828 -2.92656 4.62097
C -1.38158 2.28755 -1.80975
C 2.04346 0.53357 0.40804
C -0.79430 3.51917 -1.52335
C 2.18237 0.46022 -0.99551
C -2.26000 2.18324 -2.87968
C 0.96168 -1.64703 2.81471
B -0.83285 -1.37677 -3.76354
H 5.17177 -0.41251 1.28763
H 2.45698 0.51330 -4.79394
H -3.25887 3.22760 -4.47507
H 3.03512 0.34177 2.28507
H -1.43328 0.15578 4.41154
H 4.42738 -0.24168 -3.43912
H -2.68667 1.22666 -3.15886
H -0.47515 -4.99813 4.76988
H -1.56775 -1.94430 5.72118
H 5.42390 -0.58288 -1.15153
H 1.52772 -3.64283 3.31529
H -0.67261 5.60116 -2.02686
H 1.63756 -1.58314 1.97735
H -3.22749 2.75743 1.62247
H -3.20264 -1.02434 -1.15609
H -0.69484 -4.11350 6.28423
H -3.67356 -2.57964 -0.40431
H 0.37673 1.17220 -3.62353
H 0.93499 -4.50933 5.70754
H -2.43250 -2.55207 -1.69502
H -0.07590 3.60616 -0.71691
```

## Properties
Electronic energy = -5357.3260 Ha
HOMO (alpha / beta) = -8.842 / -8.849 eV
HOMO-LUMO gap (alpha / beta) = 6.584 / 6.505 eV
Relative energy (zero: lowest compared OMol25 entry of this formula, charge and spin) = 327.83 kJ/mol
Spin multiplicity = 1

=====

(4)
Computed, not measured: C24H21Br2CrN4O4 as an isolated structure, with ωB97M-V with the def2-TZVPD basis set.

The geometry in XYZ format:
```
56
C24H21Br2CrN4O4 (ωB97M-V with the def2-TZVPD basis set)
Br 1.32849 -2.60135 6.39040
Br 6.55695 -1.07874 0.64416
Cr 0.06422 0.36058 0.55972
O 0.05781 6.21154 0.58843
O 0.62150 6.48816 -1.54310
O -0.32660 1.75131 1.74973
O -0.41573 3.95164 2.14207
N 0.21310 2.03721 -0.71897
N 0.50108 2.40182 -1.97955
N 0.33018 -0.66610 2.32021
N 2.08503 0.11866 0.58228
C 0.35211 5.77314 -0.62282
C 2.57238 -0.68284 1.55982
C 0.43088 -1.04994 -3.21606
C -0.22679 3.02170 1.40474
C -0.35934 -1.34852 4.49430
C 4.76622 -0.59282 0.61927
C -1.30912 -1.68596 0.10878
C -0.60863 -0.77868 3.26467
C 0.58469 3.73634 -2.09974
C 1.91914 -1.64244 3.79927
C 0.34114 4.28596 -0.85528
C -2.35048 0.25475 -0.96227
C -0.48126 -0.85799 -2.03908
C -0.33888 -1.67946 -0.90253
C -3.38092 1.33993 -0.93488
C 0.11936 3.17912 -0.03362
C 3.89732 -1.06269 1.59847
C 2.93641 0.57510 -0.35087
C -1.40052 -2.83578 1.06578
C -2.22433 -0.62404 0.13394
C 4.27388 0.25215 -0.36897
C 0.92432 -1.81003 4.75886
C 1.58773 -1.05160 2.59775
C -1.52510 0.06105 -2.06994
H -1.14529 -1.42008 5.23203
H 0.42348 -2.45110 -0.90470
H -1.58672 -0.38246 3.02636
H 2.93279 -1.94226 4.01830
H -3.13754 2.07483 -0.16325
H 4.91965 0.65368 -1.13637
H -3.44812 1.85449 -1.89064
H -1.99406 -2.59938 1.94545
H -4.36190 0.93313 -0.68793
H -0.14593 5.49687 1.22622
H -1.68417 0.66932 -2.95336
H 1.28621 -1.67511 -2.96798
H -2.94777 -0.55674 0.93910
H 2.52923 1.23396 -1.10159
H -0.42054 -3.20121 1.37147
H 0.79595 4.22744 -3.03670
H 0.80299 -0.11186 -3.63307
H 4.26572 -1.71147 2.37873
H -0.12079 -1.54087 -4.02047
H 0.55679 1.71508 -2.71409
H -1.90513 -3.65423 0.54694
```

## Properties
Electronic energy = -7639.2285 Ha
HOMO (alpha / beta) = -15.283 / -15.287 eV
HOMO-LUMO gap (alpha / beta) = 7.622 / 7.882 eV
Charge = +2
Relative energy (zero: lowest compared OMol25 entry of this formula, charge and spin) = 0.00 kJ/mol
Spin multiplicity = 4